# 1
C3H7N5 in the gas phase at a distorted geometry. Source: the Open Molecules 2025 dataset; level of theory: ωB97M-V/def2-TZVPD.

The geometry in XYZ format:
```
15
Properties=species:S:1:pos:R:3:forces:R:3
H -0.31433 2.33315 -0.49932 0.95 -0.13 0.31
N 0.65664 2.15374 -0.14986 -1.16 -0.09 -0.88
C 0.93764 0.92431 -0.29036 0.19 -1.80 1.02
C 2.16851 0.23228 0.20897 -1.70 -0.11 -0.69
N 2.02878 -1.04274 0.21138 0.77 -0.28 0.14
N 0.75921 -1.41565 -0.20522 0.63 1.62 0.51
N 0.16862 -0.20666 -0.68953 0.01 0.73 -0.97
N -1.20496 -0.13464 -0.69288 -0.92 -0.11 0.60
C -1.75410 -0.13910 0.69249 0.76 -1.67 0.05
H 3.02306 0.77220 0.55504 0.47 -0.14 0.18
H 0.85252 -2.06062 -0.97728 0.17 -0.26 -0.13
H -1.63001 -0.88957 -1.27601 0.75 0.99 0.70
H -1.48142 0.76008 1.25504 -0.02 -0.12 -0.38
H -2.82044 -0.22803 0.59254 -0.52 0.18 0.13
H -1.38970 -1.05874 1.26503 -0.36 1.18 -0.60
```
Positions in Å, forces in eV/Å.

## Properties
Total charge ... 0
Energy ... -392.18760 hartree
SMILES ... [H]/N=c1/cn[nH]n1NC
Orbital gap ... 0.3504 Eh

=====

# 2
C3H7N5 in the gas phase at a distorted geometry. Source: the Open Molecules 2025 dataset; level of theory: ωB97M-V/def2-TZVPD.

The geometry in XYZ format:
```
15
Properties=species:S:1:pos:R:3:forces:R:3
H 1.67533 -2.03147 -0.58065 0.47 -1.22 1.39
N 1.58021 -1.34890 -1.27633 -1.50 2.11 -1.00
C 0.85586 -0.39357 -0.82645 1.15 0.17 -0.73
N 0.48267 0.73092 -1.60624 1.24 -1.68 -1.70
N -0.61049 1.33258 -0.97258 -0.58 1.24 0.10
C -0.69788 0.90521 0.35149 -1.76 0.75 1.79
N -1.62840 1.38585 1.11531 0.90 -1.21 0.18
H -1.70742 0.93179 2.07193 0.64 0.66 -1.56
C 0.35489 -0.16192 0.63376 1.68 1.26 -2.83
N -0.00254 -1.41109 1.14767 -4.00 -1.11 3.40
H 0.36986 0.52343 -2.66565 -0.06 0.37 2.66
H -0.63200 2.35664 -1.10823 -0.06 -0.92 0.27
H 1.28789 0.24409 1.12986 -1.28 -0.07 -0.06
H -0.69944 -1.86168 0.48474 1.03 0.65 1.14
H -0.62855 -1.20187 2.10138 2.13 -1.00 -3.06
```
Positions in Å, forces in eV/Å.

## Properties
Total charge ... 0
Energy ... -392.22626 hartree
SMILES ... [H]/N=C1/NN/C(=N/[H])C1N
Orbital gap ... 0.3375 Eh